Here is a 2-piece molecular cluster, C4H12S2 overall in a non-equilibrium geometry from the OMol25 dataset. Energies are from the ωB97M-V functional and the def2-TZVPD basis.

```
18
Properties=species:S:1:pos:R:3
C 1.93 1.20 0.98
C 1.15 0.22 0.13
C 1.41 -1.27 0.54
H 3.00 0.99 0.97
H 1.89 2.19 0.53
H 1.64 1.20 2.03
H 0.08 0.40 0.14
H 1.44 0.18 -0.92
H 0.65 -1.89 0.06
H 1.42 -1.39 1.62
H 2.40 -1.44 0.13
C -2.37 -0.42 -1.79
S -2.72 -1.00 -0.13
S -3.14 0.69 0.93
H -1.64 -1.09 -2.25
H -3.26 -0.41 -2.41
H -1.91 0.57 -1.80
H -1.96 1.27 1.24
```

Its gap between HOMO and LUMO is 9.61 eV. For the energy relative to the best compared isomer or geometry (same formula, charge and spin), the calculation gives 0.2785 eV. The spin multiplicity is 1. The SMILES is CCC.CSS.